C24H24ClF6MoN3O4S3SbTe | ωB97M-V with the def2-TZVPD basis set

Geometry as XYZ:
```
68
C24H24ClF6MoN3O4S3SbTe ωB97M-V with the def2-TZVPD basis set
Mo 0.20858 -0.25255 0.62464
F 0.58068 3.71192 6.16731
C -0.24746 3.89333 5.12396
C 0.01973 3.26320 3.94638
C -0.80893 3.46880 2.83978
C -0.64823 2.59863 1.67537
O 0.31256 1.79362 1.61426
C -1.68275 2.72404 0.69466
C -2.54481 3.77908 0.75531
N -2.61628 4.65095 1.76747
C -3.47624 5.82307 1.52915
C -3.35226 7.12861 2.24576
C -4.57370 6.27200 2.44623
C -1.84392 4.41140 2.91289
C -2.12284 4.99570 4.15370
C -1.36461 4.72584 5.27561
N -1.77373 5.24268 6.53231
C -1.77809 6.68625 6.72842
C -2.80648 7.06275 7.77815
N -2.49646 6.32567 9.05442
C -2.48260 4.83752 8.81049
C -1.43629 4.52672 7.75639
C -1.80399 1.78037 -0.43473
O -2.30074 1.99820 -1.48690
O -1.24897 0.56802 -0.10242
H 0.86957 2.59844 3.85558
H -3.23454 3.93112 -0.06554
H -3.69264 5.89805 0.47576
H -3.44768 8.01794 1.63693
H -2.62020 7.23151 3.03446
H -5.50070 6.58709 1.98516
H -4.72822 5.74288 3.37809
H -2.97846 5.63862 4.28721
H -2.02737 7.19422 5.79982
H -0.78475 7.04471 7.04234
H -3.80346 6.76897 7.46062
H -2.79512 8.13301 7.96952
H -3.17266 6.56454 9.77746
H -1.57499 6.61129 9.38774
H -3.47219 4.54611 8.46722
H -2.26606 4.32084 9.74287
H -1.44963 3.45632 7.57245
H -0.44020 4.78915 8.13860
S 0.07343 -3.10205 -5.37882
Sb 1.11538 -1.55290 -4.10097
S -0.44137 -2.21423 -0.74384
S -0.95328 -1.60075 -2.60727
Cl 1.95616 -4.95802 -0.07719
C 1.32493 -3.96680 1.20320
C -0.09961 -4.08226 1.55078
C -0.73588 -3.05664 2.11619
C -0.03240 -1.79659 2.35907
C -0.59536 -0.55766 2.69844
C 1.49926 -1.79322 2.34895
C 2.11138 -3.02460 1.73903
H -0.61300 -5.00640 1.31506
H -1.79382 -3.11030 2.33700
H -0.06139 0.03288 3.43310
H -1.67451 -0.55508 2.82044
H 1.96815 -1.47930 3.27508
H 3.19113 -3.04693 1.63404
F 3.43379 -1.08101 -2.35695
Te 2.63424 -2.00416 -0.89243
F 3.84643 -0.81872 -0.04064
F 4.19926 -3.01509 -0.93866
F 1.43476 0.09096 -1.10489
F 2.12057 -3.05468 -2.61615
O 1.77367 -0.73339 1.35040
```

Calculated values
Frontier orbital gap (spin up / spin down) in eV: 6.893 / 5.913
Total charge: +2
2S+1: 2

Charges per atom according to natural (NBO) partitioning, unit e:
1 Mo 1.45
2 F -0.31
3 C 0.36
4 C -0.21
5 C -0.08
6 C 0.52
7 O -0.64
8 C -0.35
9 C 0.19
10 N -0.32
11 C -0.05
12 C -0.42
13 C -0.43
14 C 0.17
15 C -0.20
16 C 0.12
17 N -0.45
18 C -0.24
19 C -0.23
20 N -0.49
21 C -0.23
22 C -0.24
23 C 0.80
24 O -0.49
25 O -0.62
26 H 0.27
27 H 0.25
28 H 0.24
29 H 0.25
30 H 0.22
31 H 0.25
32 H 0.22
33 H 0.22
34 H 0.25
35 H 0.20
36 H 0.23
37 H 0.25
38 H 0.45
39 H 0.43
40 H 0.24
41 H 0.25
42 H 0.26
43 H 0.20
44 S -0.25
45 Sb 1.27
46 S -0.16
47 S -0.21
48 Cl 0.10
49 C 0.01
50 C -0.19
51 C -0.20
52 C -0.04
53 C -0.53
54 C 0.04
55 C -0.31
56 H 0.26
57 H 0.24
58 H 0.23
59 H 0.25
60 H 0.24
61 H 0.27
62 F -0.65
63 Te 2.61
64 F -0.67
65 F -0.65
66 F -0.65
67 F -0.70
68 O -0.59

=====

C24H24ClNPTl | ωB97M-V with the def2-TZVPD basis set

Geometry as XYZ:
```
52
C24H24ClNPTl ωB97M-V with the def2-TZVPD basis set
Tl 0.31259 0.22879 1.45511
Cl 0.09865 1.68236 3.41384
P 0.07686 0.71573 -0.90775
C -1.36538 -0.21226 -1.53587
C -1.14990 -1.01831 -2.66083
C -2.25114 -1.59185 -3.27755
C -3.53055 -1.44602 -2.73572
C -3.71818 -0.70401 -1.56506
C -2.63569 -0.10337 -0.93171
C -0.12967 2.51969 -1.13639
C 0.73561 3.44365 -0.48509
C 0.51170 4.81097 -0.65935
C -0.56300 5.26309 -1.42562
C -1.42719 4.35239 -2.02837
C -1.23033 2.97828 -1.88790
C 1.72047 0.17065 -1.50604
C 2.78183 -0.36689 -0.73850
C 3.99541 -0.60292 -1.37342
C 4.15126 -0.28872 -2.73009
C 3.10995 0.28107 -3.45534
C 1.88922 0.53200 -2.84182
H 1.56451 3.07087 0.11399
H 1.18740 5.53206 -0.19909
H -0.74285 6.31974 -1.53440
H -2.27239 4.70859 -2.62107
H -1.89086 2.26852 -2.37357
H -0.14085 -1.18254 -3.03407
H -2.08651 -2.17871 -4.17794
H -4.36723 -1.94471 -3.21239
H -4.70531 -0.58409 -1.12710
H -2.76578 0.44562 0.00540
H 2.67353 -0.57041 0.34002
H 4.81870 -1.01134 -0.79798
H 5.09907 -0.45512 -3.22656
H 3.22907 0.54777 -4.50196
H 1.07350 1.02771 -3.37177
H -0.14167 -4.12737 -2.78882
H 0.62695 -4.06221 -2.74020
N -0.17730 -2.14597 2.31474
C -0.17740 -2.00849 3.71599
C 1.04787 -2.07339 4.40411
C 1.04692 -2.02155 5.80587
C -0.17834 -1.88601 6.48373
C -1.40530 -1.85462 5.79078
C -1.39532 -1.90371 4.39347
H 0.65082 -2.28100 1.75775
H -1.03590 -2.12963 1.74580
H 1.97052 -2.20967 3.83149
H 1.99760 -2.19174 6.32963
H -0.18752 -1.93739 7.57079
H -2.37292 -1.89445 6.30853
H -2.32553 -1.91110 3.80831
```

Calculated values
Frontier orbital gap (spin up / spin down) in eV: 5.402 / 5.400
Total charge: +2

Charges per atom according to Löwdin partitioning, unit e:
1 Tl 0.79
2 Cl 0.02
3 P 0.96
4 C -0.38
5 C -0.08
6 C -0.04
7 C -0.02
8 C -0.04
9 C -0.09
10 C -0.34
11 C -0.07
12 C -0.03
13 C -0.02
14 C -0.04
15 C -0.06
16 C -0.37
17 C -0.09
18 C -0.04
19 C -0.02
20 C -0.03
21 C -0.09
22 H 0.11
23 H 0.13
24 H 0.12
25 H 0.13
26 H 0.11
27 H 0.10
28 H 0.12
29 H 0.13
30 H 0.13
31 H 0.12
32 H 0.07
33 H 0.13
34 H 0.13
35 H 0.13
36 H 0.12
37 H 0.02
38 H 0.02
39 N 0.06
40 C -0.39
41 C -0.04
42 C -0.04
43 C -0.05
44 C -0.04
45 C -0.04
46 H 0.07
47 H 0.11
48 H 0.12
49 H 0.13
50 H 0.12
51 H 0.13
52 H 0.12

=====

C24H24F | ωB97M-V with the def2-TZVPD basis set

Geometry as XYZ:
```
49
C24H24F ωB97M-V with the def2-TZVPD basis set
C 2.64802 2.81263 -0.17172
C 3.11559 1.39509 -0.18155
C 2.17337 0.32300 -0.18583
C 0.78281 0.72206 -0.19282
C -0.40769 0.11416 0.34905
C 2.70052 -1.00178 -0.15976
C 1.86163 -2.24169 -0.15999
C 4.08258 -1.20956 -0.14774
C 5.01279 -0.12134 -0.15224
C 6.47836 -0.32247 -0.14769
C 4.48594 1.18984 -0.16719
H 3.48185 3.52434 -0.12739
H 2.06189 3.06113 -1.06652
H 1.99357 3.02324 0.68477
H 0.73031 1.78593 -0.46172
H -1.00247 0.90408 1.00729
H -0.09097 -0.87403 0.71091
H 2.49967 -3.13407 -0.28747
H 1.33253 -2.40236 0.78698
H 1.12235 -2.26265 -0.96666
H 4.50265 -2.21633 -0.13258
H 6.94432 0.65496 -0.15015
H 6.81237 -0.86132 0.73120
H 6.80927 -0.86300 -1.02666
H 5.18538 2.01637 -0.16116
F -4.67781 -1.88853 4.49060
C -3.87400 -1.62203 3.40277
C -3.54348 -2.65979 2.52074
C -2.82056 -2.33004 1.34512
C -2.50734 -1.00008 1.04509
C -1.68964 -0.66527 -0.21080
C -2.59742 0.10049 -1.19141
C -2.23841 0.08358 -2.55270
C -2.74313 1.07883 -3.38822
C -3.60492 2.08779 -2.90930
C -4.10102 2.02439 -1.59297
C -3.61168 1.01431 -0.74284
C -2.82348 0.01721 1.97908
C -3.53820 -0.29463 3.15388
H -3.87094 -3.66735 2.74020
H -2.50194 -3.11614 0.68300
H -1.42026 -1.63286 -0.75542
H -1.53730 -0.73430 -2.88368
H -2.44196 1.04637 -4.44255
H -3.95362 2.88302 -3.53705
H -4.85869 2.73033 -1.20895
H -3.98617 0.95245 0.28782
H -2.54652 1.04868 1.75411
H -3.82814 0.52731 3.79017
```

Calculated values
Frontier orbital gap in eV: 5.947
Total charge: +1

Charges per atom according to natural (NBO) partitioning, unit e:
1 C -0.67
2 C 0.13
3 C -0.12
4 C 0.19
5 C -0.56
6 C 0.10
7 C -0.66
8 C -0.24
9 C 0.18
10 C -0.66
11 C -0.26
12 H 0.25
13 H 0.24
14 H 0.23
15 H 0.22
16 H 0.31
17 H 0.27
18 H 0.24
19 H 0.24
20 H 0.23
21 H 0.23
22 H 0.23
23 H 0.25
24 H 0.25
25 H 0.23
26 F -0.32
27 C 0.40
28 C -0.26
29 C -0.18
30 C -0.07
31 C -0.20
32 C 0.04
33 C -0.24
34 C -0.20
35 C -0.20
36 C -0.19
37 C -0.25
38 C -0.21
39 C -0.26
40 H 0.25
41 H 0.22
42 H 0.23
43 H 0.21
44 H 0.23
45 H 0.23
46 H 0.23
47 H 0.23
48 H 0.21
49 H 0.24

=====

C24H25AgAsF5N6O4Te | ωB97M-V with the def2-TZVPD basis set

Geometry as XYZ:
```
67
C24H25AgAsF5N6O4Te ωB97M-V with the def2-TZVPD basis set
Ag 0.64254 -2.11373 -0.66575
N 3.11940 -2.80826 1.27764
C 2.46004 -2.83898 2.58812
C 0.92037 -2.91267 2.67582
O 0.49483 -3.08534 3.84749
N 0.21383 -2.77304 1.57574
C -1.21848 -2.83173 1.80955
C -2.12557 -2.52267 0.61093
O -3.29617 -2.91762 0.67266
O -1.64576 -1.81299 -0.34437
H 2.53136 -2.25274 0.66001
H 3.08620 -3.72927 0.85290
H 2.74881 -1.94101 3.14611
H 2.84169 -3.68734 3.15978
H -1.50941 -2.10852 2.58769
H -1.52274 -3.80403 2.20921
N 5.88722 0.90683 1.80464
C 4.85089 0.23361 1.19582
N 4.97004 -1.09849 1.06596
N 3.84866 0.96709 0.80167
C 2.86216 0.37718 0.15141
N 1.96817 -0.06637 -0.42582
H 6.79069 0.46714 1.79370
H 5.88026 1.89737 1.63004
H 5.72410 -1.53608 1.56834
H 4.12406 -1.70639 0.98096
C -0.80847 5.55998 0.87348
C -1.87263 5.06000 0.12908
C -2.00082 3.69420 -0.07065
C -1.07676 2.79860 0.46670
C -0.01988 3.31273 1.21087
C 0.11871 4.68330 1.41392
As -1.16068 0.81254 0.23715
C -3.06401 0.70825 0.69309
C -3.34075 0.47799 2.03760
C -4.64890 0.39341 2.49170
C -5.70279 0.53082 1.60053
C -5.43691 0.74940 0.25635
C -4.12675 0.83677 -0.19378
C -1.19159 0.89898 -1.72669
C -1.91380 0.00495 -2.51485
C -1.82019 0.05721 -3.90010
C -0.99012 0.98012 -4.51848
C -0.24299 1.85266 -3.73994
C -0.34597 1.81132 -2.35711
H -0.70573 6.62812 1.02791
H -2.60195 5.73991 -0.29733
H -2.83163 3.31340 -0.65438
H 0.71357 2.63071 1.62912
H 0.95380 5.06169 1.99252
H -2.52215 0.33518 2.73509
H -4.84227 0.19420 3.53897
H -6.72597 0.44531 1.94763
H -6.25352 0.83571 -0.45170
H -3.93602 0.99470 -1.24813
H -2.49386 -0.77111 -2.03153
H -2.38003 -0.65434 -4.49566
H -0.90330 1.00069 -5.59865
H 0.43630 2.55647 -4.20702
H 0.25405 2.49205 -1.76462
F 1.33984 -1.89327 -3.32615
Te 2.60384 -3.25284 -3.00653
F 3.62038 -2.23724 -4.21890
F 3.58604 -2.25588 -1.74335
F 1.97377 -4.11485 -4.55722
F 4.07668 -4.43130 -3.08684
O 1.63629 -4.14245 -1.80235
```

Calculated values
Frontier orbital gap in eV: 6.398
Total charge: -2

Charges per atom according to natural (NBO) partitioning, unit e:
1 Ag 0.89
2 N -0.86
3 C -0.29
4 C 0.59
5 O -0.79
6 N -0.75
7 C -0.35
8 C 0.78
9 O -0.74
10 O -0.89
11 H 0.37
12 H 0.39
13 H 0.18
14 H 0.19
15 H 0.19
16 H 0.20
17 N -0.81
18 C 0.64
19 N -0.80
20 N -0.66
21 C 0.47
22 N -0.51
23 H 0.37
24 H 0.39
25 H 0.37
26 H 0.44
27 C -0.23
28 C -0.23
29 C -0.25
30 C -0.22
31 C -0.26
32 C -0.23
33 As 0.99
34 C -0.20
35 C -0.25
36 C -0.20
37 C -0.23
38 C -0.22
39 C -0.25
40 C -0.24
41 C -0.26
42 C -0.21
43 C -0.23
44 C -0.23
45 C -0.24
46 H 0.19
47 H 0.20
48 H 0.22
49 H 0.22
50 H 0.20
51 H 0.22
52 H 0.20
53 H 0.19
54 H 0.19
55 H 0.21
56 H 0.27
57 H 0.20
58 H 0.19
59 H 0.20
60 H 0.21
61 F -0.63
62 Te 3.39
63 F -0.63
64 F -0.64
65 F -0.64
66 F -0.65
67 O -1.16

=====

Calculated values (hartree) of energy for the records, taken in order: -4224.06179, -1957.09933, -1028.46660, -4709.28262.